Below is an isolated molecule of C19H24FN5OS, with properties calculated with the ωB97M-V functional and the def2-TZVPD basis.

Summary:
* SMILES string: CCCCn1c2ccc(F)cc2c2nnc(SCCN3CCOCC3)nc21
* 2S+1: 1
* E_tot: -1585.46832 hartree
* HOMO-LUMO gap: 7.98 eV

The geometry in XYZ format:
```
51
C19H24FN5OS | the Open Molecules 2025 dataset | the ωB97M-V functional and the def2-TZVPD basis
C -0.65 0.33 1.68
C -2.52 -3.98 -0.48
C 2.08 -2.90 0.98
N -1.09 4.00 0.48
H -1.19 3.03 -1.36
C -0.98 5.34 1.01
O 0.26 6.03 -0.96
H -1.86 5.95 0.74
C -1.14 4.05 -0.97
H 4.64 -2.31 -2.29
H -2.56 2.01 2.80
N 0.66 -2.80 0.73
H 3.27 -1.28 -2.71
C 2.76 -2.98 -1.48
C 2.90 -2.26 -0.14
C -0.92 -5.78 -0.81
H 1.00 4.12 -1.19
H -2.02 4.62 -1.32
C 3.59 -2.31 -2.57
H 0.37 7.03 0.78
H 2.58 -1.22 -0.25
C -2.20 -5.25 -0.90
S -0.20 1.83 2.43
F -3.17 -6.03 -1.43
H -3.52 -3.59 -0.57
C 0.29 6.00 0.44
C 0.13 4.73 -1.48
C -1.49 -3.22 0.05
H 3.08 -4.02 -1.37
H -1.66 3.51 3.17
H -0.74 -6.79 -1.15
N -2.32 -0.94 0.76
H 3.95 -2.26 0.16
N -1.92 0.17 1.31
N 0.34 -0.56 1.54
C -1.80 2.71 2.45
H -0.90 5.30 2.10
C -1.43 -1.89 0.59
H -2.37 2.37 0.43
H 2.28 -2.38 1.92
H 0.10 4.83 -2.57
C -2.17 3.23 1.07
H 1.71 -2.99 -1.78
C -0.18 -3.74 0.16
C 0.11 -5.03 -0.27
H 2.33 -3.96 1.09
H 1.16 5.43 0.79
H 3.48 -2.84 -3.51
H -3.10 3.82 1.15
C -0.07 -1.69 0.99
H 1.10 -5.44 -0.20
```

---

Below is a structure of composition C45H53BCaN11OS9Se, with properties calculated with the ωB97M-V functional and the def2-TZVPD basis.

Summary:
* 2S+1: 1
* E_tot: -9112.11572 hartree
* relative energy (zero: lowest compared OMol25 entry of this formula, charge and spin): 1.9 kcal/mol
* HOMO-LUMO gap: 4.70 eV
* total charge: -1

The geometry in XYZ format:
```
122
C45H53BCaN11OS9Se | the Open Molecules 2025 dataset | the ωB97M-V functional and the def2-TZVPD basis
H 1.27 6.35 -1.47
H 5.80 0.26 -0.15
H 3.02 -2.94 -0.70
C 6.65 -1.70 -0.17
H 1.61 -6.01 -3.02
H -2.76 2.40 -4.41
S 2.14 -2.60 2.57
C 0.12 3.33 -0.25
S 2.99 -0.07 -0.68
C 0.61 -5.59 -2.93
C -1.41 4.04 1.21
C -3.09 1.31 2.34
C -4.09 -0.80 4.37
H 1.88 0.17 -5.43
C -4.68 1.58 5.01
C -2.59 1.94 -3.46
C -2.56 -0.43 -4.41
C 5.61 -0.79 -0.29
H -1.29 -1.89 -5.35
C 5.66 -0.17 2.85
N -2.66 -4.99 3.82
H 1.97 5.97 2.16
C 2.59 0.45 -4.66
H -4.44 -1.14 5.34
H 2.98 3.23 -0.16
C 0.16 -4.74 0.54
H 7.19 -3.78 -0.12
C 4.05 -2.61 -0.60
S -2.08 -1.23 -1.22
Se -3.48 -4.73 2.25
H 0.48 -4.81 -3.67
N 0.58 4.47 0.36
O 1.74 -0.90 -0.78
N -4.38 0.94 2.65
C -1.81 -2.99 2.91
N -1.10 3.06 0.29
H -3.81 -2.08 -5.02
H 1.53 -0.55 -3.06
H 0.43 -2.92 -2.07
H -3.02 -0.59 4.42
N 0.20 -3.50 -0.04
C -0.19 -1.77 3.96
C 6.39 -3.06 -0.26
C -2.23 0.30 -1.98
H 3.83 1.57 -6.01
H -4.27 -1.58 3.63
H -2.37 3.53 -1.97
C -4.35 1.37 0.49
H 3.02 6.08 -1.39
C 4.33 -1.26 -0.54
H -6.19 0.75 1.48
H 1.29 7.05 0.92
H -6.67 -0.21 4.87
H 1.94 4.79 -1.98
H 4.89 -4.58 -0.47
H 0.60 -2.53 5.83
C 4.39 1.22 -2.69
H 3.98 4.57 0.44
S 0.84 2.43 -1.49
C -3.75 -1.37 -4.19
H -5.26 2.46 4.72
H 7.65 -1.34 0.06
C 3.29 -1.29 2.66
H -1.07 -1.75 -3.59
H 0.39 -0.86 4.02
C -0.13 -2.72 5.05
H -6.53 -0.68 3.18
H 0.30 -6.77 -0.38
C 3.68 1.24 -4.99
H -0.99 0.87 0.45
C 2.39 0.04 -3.35
S 4.48 1.05 2.62
H -5.05 1.23 5.98
C -2.78 0.31 -5.73
H -1.95 0.98 -5.96
H -3.64 1.86 5.11
C -0.95 -3.79 5.09
H 2.87 3.71 1.53
C -6.34 0.13 3.88
H -0.42 -0.50 -4.66
H -2.84 -0.43 -6.53
H 0.07 -4.87 1.60
C 3.04 0.04 2.53
C -2.41 2.49 -2.26
C -1.84 -3.98 3.98
H -2.31 3.99 1.80
N -2.61 -3.22 1.89
C 4.58 1.63 -4.01
N -3.08 1.57 0.99
H -3.65 -1.91 -3.26
N -2.48 0.56 -3.30
C 2.04 6.29 1.12
H -4.68 -0.79 -4.16
C -1.25 -1.20 -4.51
C 1.91 5.10 0.17
C -5.15 1.00 1.50
C 0.35 -3.70 -1.32
C 5.09 -3.52 -0.45
N 0.40 -5.02 -1.62
H 3.02 6.73 0.97
S 7.30 0.13 2.96
Ca 0.04 -1.14 0.87
H -0.94 -4.51 5.90
S 4.96 -1.72 2.96
C 0.28 -5.70 -0.43
H -0.26 5.77 1.87
B -1.80 1.70 0.14
H -0.13 -6.37 -3.12
H -6.94 0.99 3.60
C 3.00 4.09 0.51
H -3.71 0.88 -5.73
H 5.07 1.54 -1.92
C 3.30 0.42 -2.39
C -0.39 4.91 1.25
H -4.57 1.49 -0.55
H 5.42 2.26 -4.26
S -1.74 1.46 3.33
N -2.20 1.49 -1.35
S 1.53 0.87 2.30
C 2.04 5.61 -1.27
N -1.02 -1.88 2.95
C -4.85 0.47 3.98
```

---

Below is a structure of composition C44H24I4N4O2Ti, with properties calculated with the ωB97M-V functional and the def2-TZVPD basis.

Summary:
* 2S+1: 3
* E_tot: -4100.89661 hartree
* HOMO-LUMO gap (spin up / spin down): 4.84 / 4.69 eV

The geometry in XYZ format:
```
79
C44H24I4N4O2Ti | the Open Molecules 2025 dataset | the ωB97M-V functional and the def2-TZVPD basis
H 4.88 -6.20 1.63
C 5.54 4.56 2.18
O -1.26 0.47 2.79
C -4.68 -3.74 -0.89
H -3.92 4.63 0.46
C -2.64 3.81 -1.06
C -5.13 -4.70 -3.03
C 0.43 -3.00 0.68
N -0.09 1.93 0.93
N 1.46 -0.35 1.65
C -4.01 -0.15 -1.41
H 3.55 2.92 0.01
H 4.52 0.62 2.57
C 0.69 3.99 1.55
C -0.96 2.89 0.53
C -2.51 5.06 -3.12
H -4.78 -0.69 -1.92
Ti -0.59 -0.11 1.25
H -4.92 -3.64 0.17
C -3.32 -3.17 -2.78
C 2.22 -1.51 1.54
C 3.13 -3.71 -0.74
N -2.13 0.19 -0.11
N -0.51 -2.06 0.43
C 4.39 -5.50 0.96
C -2.14 3.98 -2.35
C -2.94 -0.77 -0.67
H -2.06 -4.91 -0.31
H -1.44 3.24 -2.74
C 5.05 4.10 0.97
H -3.81 -4.12 -4.63
C -3.62 -3.02 -1.42
H 5.30 4.58 4.31
I -3.99 7.64 -3.76
C 3.31 2.90 2.14
C -5.44 -4.58 -1.69
C 3.94 3.28 0.95
O -1.42 -0.92 2.59
C 3.66 0.06 2.24
H 3.32 3.10 4.27
I 6.17 -6.78 -1.14
C -3.91 5.84 -1.32
H 3.18 -4.64 2.52
C -2.64 1.40 -0.54
H 5.54 4.38 0.04
C 3.59 -1.25 1.93
C 3.81 3.38 3.35
H 2.63 -3.01 -1.40
I 7.23 5.81 2.21
C -2.74 -2.14 -0.61
C -4.07 -4.01 -3.59
C 2.13 2.00 2.00
H -4.60 6.57 -0.91
C 2.81 -3.72 0.62
C 2.36 0.62 2.02
H 1.32 4.74 2.00
C -1.36 -4.14 -0.02
H 4.34 -4.55 -2.29
C -3.40 5.99 -2.59
H -2.48 -2.62 -3.19
C -3.82 1.18 -1.34
H -6.27 -5.14 -1.27
C 4.09 -4.58 -1.24
H 0.48 -5.22 0.55
C 4.71 -5.47 -0.38
H -1.02 5.10 0.72
C 1.79 -2.71 1.05
H 4.36 -1.99 1.94
H -4.42 1.97 -1.77
C -2.12 2.64 -0.28
C -3.53 4.75 -0.55
H -2.10 5.19 -4.11
C 3.44 -4.62 1.46
C 0.94 2.60 1.56
C 4.92 4.21 3.37
C -1.62 -2.75 -0.02
C -0.06 -4.30 0.42
I -6.28 -5.97 -4.26
C -0.50 4.17 0.90
```

---

Below is an isolated molecule of C5H8, with properties calculated with the ωB97M-V functional and the def2-TZVPD basis.

Summary:
* SMILES string: C1=CCCC1
* 2S+1: 1
* E_tot: -195.26681 hartree
* relative energy (zero: lowest compared OMol25 entry of this formula, charge and spin): 15.8 kcal/mol
* HOMO-LUMO gap: 10.15 eV

The geometry in XYZ format:
```
13
C5H8 | the Open Molecules 2025 dataset | the ωB97M-V functional and the def2-TZVPD basis
C -1.26 0.08 0.06
H 1.48 -1.05 0.99
H -2.16 0.06 -0.67
H -0.69 2.26 -0.05
H -0.62 -1.93 0.75
H 1.86 1.38 0.20
C 0.97 0.79 0.05
C 1.09 -0.65 -0.03
H 1.66 -0.97 -0.87
H -1.72 0.27 1.12
C -0.27 1.22 -0.14
C -0.40 -1.18 -0.03
H -0.57 -1.64 -1.00
```

---

Below is a structure of composition C4H6S3, with properties calculated with the ωB97M-V functional and the def2-TZVPD basis.

Summary:
* 2S+1: 1
* E_tot: -1350.42944 hartree
* relative energy (zero: lowest compared OMol25 entry of this formula, charge and spin): 73.8 kcal/mol
* HOMO-LUMO gap: 7.82 eV

The geometry in XYZ format:
```
13
C4H6S3 | the Open Molecules 2025 dataset | the ωB97M-V functional and the def2-TZVPD basis
H 0.78 -1.50 -1.60
C 1.06 0.32 0.32
H -1.50 -0.10 -3.08
C -0.16 -0.99 -1.87
C -0.54 1.01 2.78
H -0.20 1.20 4.01
S -0.48 -0.07 -0.49
H -0.70 -0.11 2.93
S 2.70 -0.16 -0.03
H 0.00 -1.39 -3.98
S 1.15 1.08 1.77
H -1.39 1.69 2.36
C -0.72 -0.97 -3.14
```

---

Below is a structure of composition C2H3N3O2, with properties calculated with the ωB97M-V functional and the def2-TZVPD basis.

Summary:
* 2S+1: 1
* E_tot: -392.65015 hartree
* relative energy (zero: lowest compared OMol25 entry of this formula, charge and spin): 90.0 kcal/mol
* HOMO-LUMO gap: 9.39 eV

The geometry in XYZ format:
```
10
C2H3N3O2 | the Open Molecules 2025 dataset | the ωB97M-V functional and the def2-TZVPD basis
N -1.72 0.05 -0.07
N 0.54 0.85 0.02
C 1.56 -0.03 -0.22
H -2.38 -0.73 -0.08
H -1.74 0.66 -0.87
C -0.50 -0.17 0.42
H 0.73 1.80 0.35
N -0.09 -1.22 1.08
O 2.71 0.07 -0.52
O 0.89 -1.26 -0.13
```